# C41H34N2O2PdTe

A structure of composition C41H34N2O2PdTe (ωB97M-V/def2-TZVPD, the Open Molecules 2025 dataset).

Last column: Mulliken spin population.
CARTESIAN COORDINATES (ANGSTROEM)
H (-1.319, 5.340, -1.467)  0.000
C (1.004, -2.401, -1.545)  0.506
C (-1.200, 0.480, 1.695)  -0.022
H (1.657, -1.678, -3.823)  -0.011
H (-4.185, 0.448, -3.683)  -0.001
H (-4.743, -0.609, 0.490)  0.014
O (-0.862, 1.305, -0.474)  0.256
H (6.640, -0.022, -2.698)  0.003
C (-4.658, -0.425, -3.254)  -0.005
H (-4.267, -2.648, -0.715)  -0.001
C (3.456, -2.199, -2.028)  0.175
H (-5.559, -0.439, 2.715)  -0.001
H (-0.046, 3.000, 2.985)  0.001
C (1.367, 3.511, -0.558)  -0.017
C (-5.815, -0.942, -3.814)  -0.001
C (-4.597, -0.236, 3.179)  -0.023
C (1.367, 0.586, 5.653)  0.001
C (1.220, 5.504, 0.763)  -0.004
C (4.667, -2.464, -1.383)  -0.050
H (-1.974, 0.201, 3.659)  0.006
Te (2.379, 1.764, -1.130)  0.327
C (-6.408, -2.072, -3.268)  0.000
H (6.699, -1.891, -1.072)  0.001
C (-0.109, -3.234, -1.443)  -0.317
H (1.232, -0.929, 4.138)  0.000
C (2.381, -4.395, -1.823)  0.077
H (2.746, 0.104, 2.511)  -0.001
C (-4.705, -2.162, -1.578)  -0.003
C (0.582, 0.990, 3.419)  0.009
N (1.079, 0.088, 1.186)  0.249
C (4.612, -0.335, -3.224)  0.042
H (3.135, 2.164, 1.374)  -0.003
C (2.256, -2.997, -1.788)  -0.232
C (1.887, 4.331, 0.435)  0.013
C (-4.108, -1.030, -2.128)  0.008
C (-2.195, 0.234, 2.598)  0.114
H (2.819, 4.106, 0.938)  -0.003
H (-6.305, -3.575, -1.742)  0.000
H (-6.253, -0.467, -4.681)  0.000
H (-0.861, -5.239, -1.438)  0.000
C (3.213, 1.261, 0.773)  0.007
C (-2.805, -0.001, -0.153)  -0.013
C (0.018, -4.614, -1.522)  0.064
H (-7.307, -2.477, -3.712)  0.000
C (5.781, -1.688, -1.607)  0.197
H (-0.459, 6.769, 0.356)  0.000
C (0.058, 5.857, 0.095)  0.012
H (-0.170, 3.250, -2.049)  -0.003
H (1.386, 2.287, 6.955)  0.000
C (1.082, 0.116, 4.380)  -0.007
H (4.266, 1.042, 0.608)  -0.007
H (0.501, 3.836, 5.245)  0.000
C (0.235, 0.517, 2.054)  0.047
C (-1.570, 0.636, 0.291)  0.103
C (-3.773, -0.233, 0.787)  0.106
H (3.349, -4.841, -2.012)  0.002
N (2.378, -0.969, -3.788)  0.340
O (-1.808, -0.496, -2.217)  0.104
C (-5.849, -2.687, -2.157)  0.000
C (1.163, 1.924, 5.961)  0.000
H (1.626, 6.150, 1.530)  0.000
H (-4.350, -1.066, 3.846)  0.028
C (5.747, -0.608, -2.530)  0.016
C (2.520, 0.083, 1.445)  -0.016
H (1.745, -0.092, 6.405)  0.000
C (1.265, -5.199, -1.701)  -0.008
H (2.907, -0.852, 1.036)  0.017
Pd (0.655, -0.460, -0.987)  1.461
H (4.699, -3.268, -0.659)  0.003
C (0.358, 2.328, 3.733)  0.017
H (-4.694, 0.652, 3.807)  0.024
C (3.456, -1.148, -3.023)  0.193
H (4.586, 0.452, -3.967)  0.000
C (0.663, 2.795, 5.002)  0.001
H (1.358, -6.274, -1.768)  0.002
H (2.422, -0.336, -4.574)  -0.013
C (-3.520, -0.038, 2.169)  0.178
H (-1.094, -2.811, -1.283)  0.019
C (-2.843, -0.487, -1.568)  0.010
C (-0.430, 5.051, -0.924)  -0.002
C (0.222, 3.874, -1.257)  0.011

Computed properties:
Net charge   +2
2S+1   5
LUMO energy (alpha / beta)   -5.1 / -8.2 eV
Total energy   -60899.612 eV
<S²>   6.0774